[1]
The following is a quantum chemistry calculation of a cluster of 2 separate species, C7H14N3 in total, from the Open Molecules 2025 dataset.

Each atom is followed by the atoms it is bonded to, with distances in Å.
Element x y z (Å)
1 C 1.87 -0.78 0.75  C2 1.372, C4 1.445, H11 1.164
2 C 3.02 -0.04 0.83  C1 1.372, N8 1.342, H12 1.170
3 C 1.89 0.80 -0.81  C4 1.382, N8 1.320, H13 1.144
4 C 1.08 -0.20 -0.30  C1 1.445, C3 1.382, C7 1.443
5 C -1.54 1.65 -0.16  N10 1.485, H14 1.089, H15 1.082, H16 1.140
6 C -2.48 -0.45 0.75  N10 1.416, H17 1.165, H18 1.149, H19 1.139
7 C -0.15 -0.69 -0.87  C4 1.443, N9 1.279, H20 1.177
8 N 2.99 0.94 -0.08  C2 1.342, C3 1.320, H21 0.943
9 N -0.50 -1.92 -0.83  C7 1.279, H22 0.983, H23 1.045
10 N -1.32 0.30 0.42  C5 1.485, C6 1.416, H24 1.008
11 H 1.52 -1.59 1.51  C1 1.164
12 H 3.99 -0.17 1.48  C2 1.170
13 H 1.88 1.52 -1.69  C3 1.144
14 H -1.24 2.54 0.39  C5 1.089
15 H -1.15 1.79 -1.15  C5 1.082
16 H -2.68 1.67 -0.20  C5 1.140
17 H -2.23 -1.53 1.11  C6 1.165
18 H -2.93 0.22 1.57  C6 1.149
19 H -3.27 -0.56 -0.07  C6 1.139
20 H -0.38 -0.31 -1.96  C7 1.177
21 H 3.74 1.44 -0.35  N8 0.943
22 H -0.10 -2.59 -0.22  N9 0.983
23 H -1.37 -2.30 -1.27  N9 1.045
24 H -0.61 0.27 1.14  N10 1.008

LUMO level, eV: -2.61
Charge: +1
HOMO energy, eV: -12.345

---

[2]
The following is a quantum chemistry calculation of a cluster of 2 separate species, C7H14N4O in total, from the Open Molecules 2025 dataset.

Each atom is followed by the atoms it is bonded to, with distances in Å.
Element x y z (Å)
1 C 1.44 0.75 -2.47  C2 1.392, C5 1.501, H13 1.093
2 C 0.39 1.27 -1.72  C1 1.392, C6 1.438, H14 1.119
3 C 2.08 -0.37 -0.35  C5 1.473, N8 1.302, H15 1.041
4 C -1.80 -1.26 0.84  N9 1.327, N10 1.266, H25 1.123
5 C 2.42 -0.14 -1.76  C1 1.501, C3 1.473, H16 1.016, H17 1.058
6 C 0.36 1.06 -0.30  C2 1.438, N8 1.319, N11 1.335
7 C -0.10 2.12 1.83  N11 1.416, H18 1.046, H19 1.056, H20 1.083
8 N 1.03 0.08 0.27  C3 1.302, C6 1.319
9 N -0.84 -1.70 1.65  C4 1.327, H21 1.024, H22 1.038
10 N -2.26 -1.93 -0.13  C4 1.266, O12 1.449, H23 1.021
11 N -0.12 2.08 0.42  C6 1.335, C7 1.416, H24 1.038
12 O -1.61 -3.14 -0.59  N10 1.449, H26 0.934
13 H 1.77 0.97 -3.49  C1 1.093
14 H -0.22 2.10 -2.16  C2 1.119
15 H 2.48 -1.21 0.12  C3 1.041
16 H 2.34 -1.07 -2.15  C5 1.016
17 H 3.44 0.14 -1.84  C5 1.058
18 H 0.49 1.34 2.21  C7 1.046
19 H 0.31 3.07 2.07  C7 1.056
20 H -1.05 1.86 2.28  C7 1.083
21 H -0.65 -1.12 2.46  N9 1.024
22 H -0.44 -2.64 1.84  N9 1.038
23 H -2.94 -1.59 -0.82  N10 1.021
24 H -0.64 2.85 -0.04  N11 1.038
25 H -2.29 -0.28 1.07  C4 1.123
26 H -2.08 -3.84 -1.00  O12 0.934

LUMO level, eV: -7.96
Charge: +2
HOMO energy, eV: -17.249

---

[3]
The following is a quantum chemistry calculation of the molecule C7H14N5O2P, from the Open Molecules 2025 dataset.

Each atom is followed by the atoms it is bonded to, with distances in Å.
Element x y z (Å)
1 C 2.09 1.99 0.22  O2 1.411, H16 1.097, H17 1.088, H18 1.094
2 O 2.95 1.12 -0.49  C1 1.411, C3 1.410
3 C 3.44 0.04 0.28  O2 1.410, C4 1.531, H19 1.098, H20 1.092
4 C 2.45 -1.12 0.41  C3 1.531, C5 1.530, H21 1.095, H22 1.094
5 C 1.81 -1.54 -0.91  C4 1.530, C6 1.528, H23 1.091, H24 1.089
6 C 0.47 -2.25 -0.72  C5 1.528, C7 1.501, H25 1.094, H26 1.092
7 C -0.72 -1.35 -0.59  C6 1.501, N8 1.343, N15 1.328
8 N -1.89 -1.95 -0.30  C7 1.343, N9 1.299
9 N -2.94 -1.21 -0.16  N8 1.299, C10 1.338
10 C -2.79 0.12 -0.27  N9 1.338, P11 1.853, N14 1.325
11 P -4.32 1.15 -0.11  C10 1.853, N12 1.720, O13 1.642
12 N -3.55 2.47 0.69  P11 1.720, H27 1.016, H28 1.015
13 O -4.98 0.50 1.25  P11 1.642, H29 0.962
14 N -1.65 0.71 -0.59  C10 1.325, N15 1.312
15 N -0.59 -0.04 -0.75  C7 1.328, N14 1.312
16 H 2.53 2.27 1.18  C1 1.097
17 H 1.97 2.88 -0.39  C1 1.088
18 H 1.11 1.54 0.38  C1 1.094
19 H 3.70 0.40 1.29  C3 1.098
20 H 4.35 -0.30 -0.20  C3 1.092
21 H 1.67 -0.87 1.14  C4 1.095
22 H 2.99 -1.97 0.84  C4 1.094
23 H 2.48 -2.20 -1.46  C5 1.091
24 H 1.67 -0.64 -1.53  C5 1.089
25 H 0.49 -2.87 0.18  C6 1.094
26 H 0.27 -2.94 -1.55  C6 1.092
27 H -4.27 3.08 1.07  N12 1.016
28 H -2.99 3.01 0.05  N12 1.015
29 H -5.75 -0.03 1.03  O13 0.962

LUMO level, eV: -0.58
SMILES string: COCCCCc1nnc(P(N)O)nn1
HOMO energy, eV: -8.828

---

[4]
The following is a quantum chemistry calculation of the ion C7H14N6 with charge +2, from the Open Molecules 2025 dataset.

Each atom is followed by the atoms it is bonded to, with distances in Å.
Element x y z (Å)
1 N 1.98 -1.78 -0.97  N2 1.403, H14 1.011, H15 1.057
2 N 2.62 -2.52 0.03  N1 1.403, C3 1.373, H16 1.004
3 C 1.98 -3.58 0.64  N2 1.373, N4 1.411, H17 1.123, H18 1.082
4 N 0.84 -3.20 1.37  C3 1.411, N5 1.196
5 N 0.34 -2.14 1.60  N4 1.196, C6 1.282
6 C -0.34 -1.06 1.63  N5 1.282, C7 1.465, H19 1.197
7 C -1.26 -0.70 0.54  C6 1.465, C8 1.567, H20 1.137, H21 1.092
8 C -1.32 0.84 0.24  C7 1.567, N9 1.255, C13 1.491
9 N -2.27 1.62 0.03  C8 1.255, C10 1.351
10 C -2.29 2.92 -0.34  N9 1.351, C11 1.607, H22 1.126, H23 1.169
11 C -0.93 3.50 -0.97  C10 1.607, N12 1.378, H24 1.034, H25 1.115
12 N -0.20 2.34 -1.17  C11 1.378, C13 1.345, H26 1.009
13 C -0.07 1.59 -0.07  C8 1.491, N12 1.345, H27 1.065
14 H 1.84 -2.20 -1.88  N1 1.011
15 H 2.52 -0.89 -1.12  N1 1.057
16 H 3.61 -2.39 0.06  N2 1.004
17 H 2.77 -4.23 1.09  C3 1.123
18 H 1.60 -4.36 -0.01  C3 1.082
19 H -0.29 -0.41 2.63  C6 1.197
20 H -2.26 -0.97 1.01  C7 1.137
21 H -0.98 -1.16 -0.41  C7 1.092
22 H -2.66 3.57 0.51  C10 1.126
23 H -3.20 2.91 -1.06  C10 1.169
24 H -1.34 3.99 -1.78  C11 1.034
25 H -0.47 4.22 -0.26  C11 1.115
26 H -0.63 1.87 -1.95  N12 1.009
27 H 0.40 2.21 0.65  C13 1.065

LUMO level, eV: -9.36
SMILES string: NNCN=[N+]=CCC1=NCC[NH+]=C1
Charge: +2
HOMO energy, eV: -15.532

---

[5]
The following is a quantum chemistry calculation of a cluster of 2 separate species, C7H14NO2 in total, from the Open Molecules 2025 dataset.

Each atom is followed by the atoms it is bonded to, with distances in Å.
Element x y z (Å)
1 C 3.06 -1.35 1.07  N8 1.158, H11 0.978
2 C 1.80 2.17 -0.94  C4 1.599, H12 1.102, H13 1.097, H14 1.145
3 C -2.23 -0.14 1.29  C5 1.510, H15 1.145, H16 1.052, H17 1.024
4 C 1.36 0.65 -1.12  C2 1.599, C6 1.626, H18 1.100, H19 1.038
5 C -2.23 -1.19 0.21  C3 1.510, O10 1.443, H20 1.104, H21 1.157
6 C 1.08 -0.14 0.27  C4 1.626, N8 1.339, H22 1.171
7 C -0.02 -1.88 -0.04  O9 1.401, O10 1.337, H23 1.079
8 N 2.13 -0.68 0.89  C1 1.158, C6 1.339
9 O 0.77 -2.52 -1.00  C7 1.401, H24 0.991
10 O -1.08 -1.33 -0.64  C5 1.443, C7 1.337
11 H 3.77 -1.89 1.46  C1 0.978
12 H 2.83 2.40 -0.61  C2 1.102
13 H 1.20 2.54 -0.10  C2 1.097
14 H 1.48 2.72 -1.90  C2 1.145
15 H -1.30 -0.17 1.95  C3 1.145
16 H -2.24 0.84 0.90  C3 1.052
17 H -3.13 -0.27 1.77  C3 1.024
18 H 2.23 0.12 -1.55  C4 1.100
19 H 0.47 0.68 -1.65  C4 1.038
20 H -3.07 -1.00 -0.48  C5 1.104
21 H -2.25 -2.22 0.74  C5 1.157
22 H 0.42 0.45 1.04  C6 1.171
23 H -0.12 -2.51 0.82  C7 1.079
24 H 0.64 -2.43 -1.98  O9 0.991

LUMO level, eV: -4.05
Charge: +1
HOMO energy, eV: -13.027

---

[6]
The following is a quantum chemistry calculation of a cluster of 2 separate species, C7H14NO4S in total, from the Open Molecules 2025 dataset.

Each atom is followed by the atoms it is bonded to, with distances in Å.
Element x y z (Å)
1 C 0.91 1.29 -1.09  C4 1.493, N8 1.273, H14 1.163
2 C 2.10 -0.71 0.83  C5 1.563, H15 1.095, H16 1.119, H17 1.165
3 C -2.09 -1.97 0.94  C6 1.537, H18 1.028, H19 1.118, H20 1.089
4 C 2.30 0.76 -1.20  C1 1.493, C5 1.522, H21 1.029, H22 1.123
5 C 2.94 0.40 0.13  C2 1.563, C4 1.522, H23 1.078, H24 1.144
6 C -2.02 -2.86 -0.31  C3 1.537, O12 1.191, H25 1.147
7 C -1.33 0.62 -1.02  N8 1.322, S13 1.800, H26 1.068
8 N -0.08 0.56 -1.43  C1 1.273, C7 1.322
9 O -1.14 1.82 1.48  S13 1.701, H27 0.974
10 O -3.30 1.65 0.40  S13 1.388
11 O -1.82 3.33 -0.43  S13 1.471
12 O -2.80 -3.67 -0.72  C6 1.191
13 S -1.99 1.94 0.01  C7 1.800, O9 1.701, O10 1.388, O11 1.471
14 H 0.59 2.31 -0.63  C1 1.163
15 H 2.34 -1.69 0.39  C2 1.095
16 H 2.42 -0.64 1.90  C2 1.119
17 H 1.02 -0.31 0.68  C2 1.165
18 H -1.46 -2.53 1.52  C3 1.028
19 H -3.15 -1.79 1.27  C3 1.118
20 H -1.59 -1.01 0.82  C3 1.089
21 H 1.99 -0.07 -1.72  C4 1.029
22 H 2.91 1.42 -1.88  C4 1.123
23 H 3.92 0.04 -0.13  C5 1.078
24 H 3.02 1.23 0.92  C5 1.144
25 H -0.93 -2.86 -0.65  C6 1.147
26 H -2.13 0.09 -1.49  C7 1.068
27 H -0.63 2.65 1.42  O9 0.974

LUMO level, eV: 3.49
Charge: -1
HOMO energy, eV: -2.982

---

Energy above the lowest of the compared OMol25 structures with the same formula, charge and spin per entry: 274.7 170.2 36.0 588.4 492.9 301.4 kJ/mol
Gap between HOMO and LUMO per entry: 9.735 9.285 8.246 6.167 8.979 6.469 eV
Maximum force per entry: 4.6 5.7 0.3 4.1 5.8 4.2 eV/A